No. 1
Formula: C48H37CuN7OP2
Source: the Open Molecules 2025 dataset
Level of theory: the ωB97M-V functional and the def2-TZVPD basis

Orbital gap, eV: 7.9
E_HOMO, hartree: -0.380
Charge: +1

Structure (XYZ):
```
96
Properties=species:S:1:pos:R:3:mulliken_charge:R:1
Cu 0.39 0.47 0.26 0.38
N 4.17 -1.03 -0.11 0.27
C 3.04 -0.70 -0.73 -0.93
N 2.04 -0.53 0.20 1.39
C 2.62 -0.98 1.36 0.12
N 3.92 -1.28 1.24 -0.80
C 1.94 -1.06 2.63 0.03
C 2.66 -1.65 3.67 -0.51
N 2.21 -1.64 4.90 -0.56
C 1.03 -1.09 5.12 -0.57
C 0.23 -0.65 4.05 -0.39
N 0.68 -0.60 2.81 0.45
H 5.08 -1.24 -0.47 0.21
H 2.92 -0.66 -1.80 0.48
H 3.65 -2.07 3.48 0.53
H 0.65 -1.10 6.16 0.40
H -0.83 -0.39 4.17 0.48
O -2.11 2.65 0.28 -0.29
C -3.20 1.80 0.31 -0.98
C -4.44 2.40 0.53 -0.45
C -5.57 1.72 0.16 -0.42
C -5.50 0.40 -0.26 -1.02
C -4.29 -0.27 -0.22 -0.20
C -3.10 0.42 0.03 0.55
P -1.54 -0.51 -0.09 1.64
C -1.74 -1.29 -1.72 0.47
C -1.19 -0.55 -2.80 -0.64
C -1.56 -0.80 -4.10 -0.61
C -2.55 -1.80 -4.32 -0.48
C -3.01 -2.58 -3.31 -0.96
C -2.49 -2.41 -2.01 -0.60
C -1.81 -1.94 1.00 0.50
C -2.88 -1.93 1.94 -0.70
C -3.24 -3.05 2.66 -0.75
C -2.52 -4.23 2.50 -0.69
C -1.47 -4.27 1.59 -0.41
C -1.12 -3.15 0.90 -0.50
C -1.74 3.30 -0.89 0.93
C -2.66 4.04 -1.62 -0.77
C -2.16 5.05 -2.47 -0.92
C -0.80 5.37 -2.50 -0.81
C 0.09 4.62 -1.76 -0.60
C -0.36 3.51 -1.05 -0.28
P 0.85 2.54 -0.05 1.54
C 2.34 2.54 -1.05 0.60
C 3.62 2.53 -0.50 -0.24
C 4.74 2.70 -1.30 -0.68
C 4.65 3.00 -2.66 -0.80
C 3.37 2.92 -3.23 -0.60
C 2.26 2.62 -2.47 -0.77
C 1.12 3.43 1.50 0.19
C 0.45 3.05 2.68 -0.18
C 0.73 3.67 3.86 -0.80
C 1.78 4.57 3.95 -0.51
C 2.49 4.93 2.81 -0.95
C 2.14 4.39 1.59 -0.12
H -4.48 3.45 0.85 0.56
H -6.49 2.24 0.14 0.46
H -6.45 -0.08 -0.59 0.38
H -4.27 -1.34 -0.47 0.38
H -0.52 0.25 -2.54 0.12
H -1.13 -0.26 -4.97 0.45
H -2.97 -1.95 -5.34 0.36
H -3.79 -3.32 -3.48 0.49
H -2.73 -3.13 -1.25 0.61
H -3.41 -0.99 2.11 0.45
H -4.08 -2.99 3.32 0.48
H -2.92 -5.12 3.03 0.35
H -0.88 -5.16 1.40 0.28
H -0.27 -3.20 0.24 0.76
H -3.73 3.89 -1.51 0.59
H -2.83 5.65 -3.07 0.41
H -0.46 6.26 -3.07 0.41
H 1.15 4.89 -1.79 0.45
H 3.81 2.34 0.57 0.50
H 5.71 2.67 -0.80 0.44
H 5.54 3.18 -3.25 0.43
H 3.23 3.08 -4.32 0.40
H 1.28 2.57 -2.96 0.58
H -0.38 2.33 2.61 0.22
H 0.14 3.50 4.77 0.44
H 1.95 5.05 4.91 0.40
H 3.29 5.68 2.90 0.39
H 2.63 4.70 0.69 0.55
N 1.50 -7.27 2.02 -0.51
C 1.52 -6.75 0.98 0.00
C 1.63 -6.03 -0.22 0.38
C 0.80 -6.32 -1.32 -0.07
C 0.94 -5.61 -2.49 -0.47
C 1.94 -4.59 -2.54 -0.36
N 2.64 -4.25 -1.48 -0.49
C 2.53 -4.98 -0.36 -0.21
H 0.01 -7.09 -1.25 0.43
H 0.26 -5.76 -3.34 0.41
H 2.11 -4.01 -3.44 0.40
H 3.20 -4.70 0.45 0.50
```


No. 2
Formula: C48H38Br4FN3O5P2PbS2
Source: the Open Molecules 2025 dataset
Level of theory: the ωB97M-V functional and the def2-TZVPD basis

Orbital gap, eV: 1.5
Energy relative to the best compared isomer or geometry (same formula, charge and spin), kcal/mol: 50.7
E_HOMO, hartree: -0.032
Charge: -2

Structure (XYZ):
```
104
Properties=species:S:1:pos:R:3:mulliken_charge:R:1
Pb -1.86 -0.15 -2.61 1.71
S 0.18 2.34 -2.93 -0.67
P 1.66 1.60 -1.79 2.04
C 1.71 0.02 -1.19 -0.76
P 1.73 -1.31 -2.27 1.51
S 0.05 -2.40 -2.49 -0.61
C 2.40 -1.12 -3.97 0.02
C 1.51 -0.89 -5.03 -0.50
C 2.00 -0.68 -6.32 -0.56
C 3.37 -0.71 -6.56 -0.43
C 4.26 -0.93 -5.51 -0.69
C 3.77 -1.11 -4.22 0.00
C 2.94 -2.54 -1.59 -0.35
C 3.45 -2.35 -0.30 -0.37
C 4.34 -3.28 0.25 -0.56
C 4.73 -4.40 -0.48 -0.33
C 4.22 -4.59 -1.76 -0.68
C 3.33 -3.67 -2.30 -0.31
C 1.69 2.66 -0.27 -0.86
C 0.91 2.27 0.82 0.17
C 0.89 3.01 1.99 -0.02
C 1.65 4.17 2.10 -0.62
C 2.42 4.59 1.02 -0.68
C 2.42 3.84 -0.16 -0.41
C 3.26 2.20 -2.53 -0.65
C 4.45 1.94 -1.84 -0.11
C 5.68 2.27 -2.39 -0.73
C 5.74 2.86 -3.65 -0.35
C 4.56 3.10 -4.35 -0.64
C 3.33 2.77 -3.79 -0.28
H 0.44 -0.90 -4.86 0.20
H 1.30 -0.51 -7.13 0.38
H 3.75 -0.55 -7.57 0.34
H 5.33 -0.93 -5.69 0.33
H 4.47 -1.26 -3.40 0.43
H 3.14 -1.46 0.23 0.34
H 4.73 -3.13 1.25 0.36
H 5.43 -5.11 -0.06 0.33
H 4.51 -5.46 -2.33 0.36
H 2.91 -3.83 -3.29 0.37
H 0.33 1.35 0.71 0.07
H 0.27 2.70 2.83 0.33
H 1.65 4.75 3.02 0.36
H 3.01 5.49 1.09 0.34
H 3.01 4.18 -1.01 0.41
H 4.39 1.45 -0.87 0.37
H 6.59 2.06 -1.85 0.34
H 6.70 3.11 -4.09 0.32
H 4.61 3.54 -5.35 0.35
H 2.41 2.95 -4.33 0.34
F 0.39 -1.52 3.69 -0.53
C -0.66 -0.66 3.53 1.02
C -1.20 -0.56 2.28 -0.58
C -2.28 0.27 2.07 0.79
C -2.86 0.30 0.70 0.75
O -2.44 -0.51 -0.08 -0.90
C -3.89 1.29 0.49 0.04
C -4.34 1.98 1.56 -0.44
N -3.87 1.85 2.86 0.34
C -4.58 2.52 3.92 -0.34
C -5.23 1.67 4.98 -0.35
C -6.06 2.39 3.96 -0.93
C -2.79 1.03 3.12 -1.42
C -2.20 0.94 4.38 -0.22
C -1.14 0.07 4.62 -0.41
N -0.62 0.00 5.95 0.14
C 0.66 -0.65 6.20 -1.01
C 0.54 -2.16 6.30 -0.66
N -0.49 -2.49 7.35 -0.06
C -1.82 -1.84 7.03 -0.66
C -1.60 -0.33 6.96 -0.90
C -4.58 1.63 -0.88 0.09
O -5.73 2.09 -0.75 -0.79
O -3.89 1.44 -1.90 -0.62
H -0.80 -1.13 1.44 0.50
H -5.15 2.68 1.42 0.60
H -4.15 3.47 4.24 0.36
H -5.24 2.03 6.00 0.26
H -5.13 0.60 4.88 0.20
H -6.64 3.25 4.27 0.26
H -6.52 1.80 3.18 0.35
H -2.53 1.59 5.18 0.95
H 1.05 -0.26 7.15 0.45
H 1.37 -0.40 5.42 0.43
H 1.48 -2.63 6.58 0.31
H 0.20 -2.58 5.36 0.50
H -0.17 -2.11 8.24 0.36
H -0.59 -3.49 7.45 0.34
H -2.54 -2.13 7.79 0.42
H -2.14 -2.20 6.05 0.38
H -1.24 0.03 7.94 0.38
H -2.54 0.15 6.75 0.40
Br -6.37 -4.08 -6.90 -0.25
C -4.97 -2.94 -6.32 0.08
C -4.19 -2.26 -7.24 0.11
Br -4.51 -2.43 -9.10 -0.24
C -3.16 -1.42 -6.76 -0.14
Br -2.02 -0.48 -7.97 -0.20
C -2.89 -1.21 -5.40 0.21
O -1.94 -0.44 -4.98 -0.64
C -3.72 -1.92 -4.44 0.42
O -3.51 -1.74 -3.17 -0.78
C -4.72 -2.76 -4.94 -0.16
Br -5.74 -3.69 -3.63 -0.21
```


No. 3
Formula: C48H39GaNO8P3S
Source: the Open Molecules 2025 dataset
Level of theory: the ωB97M-V functional and the def2-TZVPD basis

Orbital gap, eV: 7.2
Energy relative to the best compared isomer or geometry (same formula, charge and spin), kcal/mol: 30.3
E_HOMO, hartree: -0.272

Structure (XYZ):
```
101
Properties=species:S:1:pos:R:3:mulliken_charge:R:1
Ga -1.42 1.57 0.76 1.86
O 1.84 -2.44 3.82 -0.61
C 1.17 -1.64 3.23 0.36
C 1.69 -0.44 2.42 0.37
O 2.83 -0.24 2.08 -0.72
C 0.49 0.28 2.05 1.16
C -0.64 -0.49 2.25 0.84
O -1.76 -0.07 1.73 -0.63
C -0.36 -1.64 3.11 -0.08
O -1.13 -2.41 3.62 -0.67
O 0.37 1.43 1.44 -0.91
O -2.98 3.72 -1.94 -0.66
S -2.99 3.21 -0.61 1.33
O -3.02 1.70 -0.51 -0.78
O -1.85 3.61 0.27 -0.76
C -4.41 3.77 0.26 0.26
C -5.34 4.57 -0.37 -0.44
C -6.42 5.05 0.35 -0.63
C -6.56 4.71 1.69 -0.77
C -5.62 3.90 2.31 -0.19
C -4.52 3.42 1.61 -0.79
P -3.26 2.38 2.45 1.28
C -2.52 3.46 3.70 0.31
C -1.69 2.86 4.66 -0.45
C -0.91 3.65 5.49 -0.91
C -0.93 5.03 5.36 -0.57
C -1.73 5.62 4.40 -0.72
C -2.52 4.84 3.57 -0.65
C -4.28 1.15 3.31 0.40
C -4.47 1.14 4.68 -0.07
C -5.19 0.10 5.27 -0.72
C -5.72 -0.91 4.49 -0.54
C -5.53 -0.89 3.11 -0.65
C -4.81 0.13 2.52 -0.55
H -5.21 4.81 -1.42 0.55
H -7.15 5.69 -0.12 0.40
H -7.40 5.09 2.26 0.43
H -5.75 3.63 3.36 0.49
H -1.65 1.78 4.75 0.56
H -0.28 3.18 6.24 0.43
H -0.30 5.64 6.00 0.40
H -1.74 6.70 4.29 0.42
H -3.14 5.32 2.82 0.37
H -4.07 1.93 5.30 0.46
H -5.32 0.08 6.35 0.43
H -6.27 -1.72 4.95 0.39
H -5.93 -1.69 2.50 0.43
H -4.63 0.12 1.45 0.33
N -0.26 1.76 -1.03 -0.18
H -0.71 1.64 -1.93 0.36
H 0.58 1.16 -0.98 -0.37
H 0.07 2.72 -0.98 0.33
C 4.14 -1.08 -0.75 -1.17
P 2.40 -0.53 -1.04 0.03
C 2.11 -0.54 -2.86 0.86
C 1.59 -1.60 -3.60 -0.37
C 1.37 -1.47 -4.96 -0.71
C 1.65 -0.27 -5.61 -0.62
C 2.13 0.80 -4.88 -0.69
C 2.34 0.67 -3.52 -0.83
C 1.33 -1.91 -0.49 1.12
C 1.72 -2.86 0.45 -0.96
C 0.80 -3.78 0.96 -0.70
C -0.52 -3.74 0.56 -0.72
C -0.93 -2.79 -0.36 -0.97
C -0.01 -1.88 -0.87 -0.49
P 5.22 -2.25 -1.69 -0.69
C 5.39 -1.50 -3.35 0.97
C 5.36 -0.12 -3.54 -0.40
C 5.66 0.44 -4.77 -0.61
C 6.00 -0.37 -5.84 -0.58
C 6.07 -1.75 -5.66 -0.59
C 5.79 -2.30 -4.42 -0.58
C 4.18 -3.74 -1.94 0.65
C 4.16 -4.63 -0.87 -0.37
C 3.41 -5.80 -0.92 -0.56
C 2.69 -6.11 -2.06 -0.67
C 2.73 -5.25 -3.15 -0.57
C 3.48 -4.08 -3.09 -0.23
H 4.13 -1.45 0.28 0.68
H 4.72 -0.16 -0.67 0.86
H 1.36 -2.53 -3.11 0.68
H 0.98 -2.31 -5.52 0.45
H 1.48 -0.18 -6.67 0.42
H 2.33 1.75 -5.37 0.48
H 2.71 1.52 -2.95 0.41
H 2.73 -2.88 0.82 0.34
H 1.13 -4.50 1.70 0.49
H -1.24 -4.44 0.97 0.44
H -1.97 -2.73 -0.67 0.43
H -0.36 -1.14 -1.59 0.66
H 5.11 0.53 -2.71 0.22
H 5.62 1.51 -4.89 0.43
H 6.21 0.07 -6.81 0.39
H 6.36 -2.39 -6.48 0.40
H 5.89 -3.37 -4.29 0.49
H 4.74 -4.40 0.02 0.39
H 3.40 -6.47 -0.06 0.45
H 2.11 -7.02 -2.10 0.39
H 2.18 -5.49 -4.05 0.42
H 3.49 -3.42 -3.95 0.57
```


No. 4
Formula: C48H40AsN3O5PS5Zr
Source: the Open Molecules 2025 dataset
Level of theory: the ωB97M-V functional and the def2-TZVPD basis

Orbital gap (alpha / beta), eV: 5.2 / 4.2
E_HOMO (alpha / beta), hartree: -0.044 / -0.044
2S+1: 2
Charge: -2

Structure (XYZ):
```
104
Properties=species:S:1:pos:R:3:lowdin_spin:R:1
Zr -0.21 0.27 0.00 0.00
O 1.26 -0.98 0.95 0.00
C 1.67 -1.06 2.19 0.00
C 2.13 -2.29 2.70 0.00
C 2.52 -2.43 4.02 0.00
C 2.50 -1.34 4.89 0.00
C 2.11 -0.11 4.40 0.00
C 1.70 0.06 3.07 0.00
C 1.52 1.40 2.56 0.00
N 1.06 1.61 1.39 0.00
N 1.29 2.86 0.84 0.00
C 1.29 2.73 -0.45 0.00
O 1.17 1.58 -1.06 0.00
C 1.40 3.96 -1.26 0.00
C 1.24 3.88 -2.64 0.00
C 1.27 5.04 -3.42 0.00
C 1.46 6.27 -2.81 0.00
C 1.63 6.35 -1.43 0.00
C 1.60 5.20 -0.66 0.00
H 2.11 -3.15 2.05 0.00
H 2.83 -3.40 4.38 0.00
H 2.80 -1.45 5.93 0.00
H 2.12 0.77 5.04 0.00
H 1.92 2.25 3.11 0.00
H 1.07 2.92 -3.10 0.00
H 1.12 4.97 -4.49 0.00
H 1.48 7.18 -3.41 0.00
H 1.77 7.31 -0.96 0.00
H 1.69 5.24 0.42 0.00
O -1.32 -0.33 1.69 0.00
N -1.31 -0.80 2.93 0.00
C -1.51 0.16 3.87 0.00
C -1.52 -0.15 5.20 0.00
C -1.32 -1.49 5.57 0.00
C -1.15 -2.43 4.60 0.00
C -1.17 -2.13 3.21 0.00
S -1.03 -3.31 2.02 0.01
H -1.63 1.14 3.46 0.00
H -1.67 0.65 5.92 0.00
H -1.30 -1.77 6.61 0.00
H -1.00 -3.47 4.85 0.00
O -4.08 -2.48 -5.78 0.03
C -3.51 -1.98 -4.84 0.01
S -3.53 -2.65 -3.22 0.00
C -2.47 -1.48 -2.45 0.13
C -1.93 -0.50 -3.30 0.14
S -0.84 0.67 -2.82 0.28
S -2.44 -0.58 -4.98 0.01
S -2.16 -1.65 -0.81 0.31
C 1.30 -3.48 -1.01 0.00
P 1.11 -1.83 -1.76 0.03
C 0.82 -2.31 -3.51 0.00
C 2.82 -1.19 -1.84 0.00
C 3.76 -1.51 -0.87 0.00
C 5.01 -0.91 -0.88 0.00
C 5.34 0.02 -1.86 0.00
C 4.40 0.35 -2.83 0.00
C 3.15 -0.24 -2.81 0.00
H 1.36 -3.36 0.07 0.00
H 2.18 -4.01 -1.39 0.00
H 0.40 -4.05 -1.22 0.00
H 1.65 -2.89 -3.90 0.00
H 0.66 -1.42 -4.13 0.00
H -0.10 -2.91 -3.55 0.00
H 3.51 -2.20 -0.08 0.00
H 5.73 -1.16 -0.11 0.00
H 6.31 0.49 -1.86 0.00
H 4.63 1.10 -3.58 0.00
H 2.40 0.06 -3.54 0.00
O -1.43 1.84 0.04 0.01
As -2.82 2.30 1.09 0.00
C -4.11 1.44 -0.26 0.00
C -4.97 0.46 0.24 0.01
C -5.88 -0.20 -0.58 0.00
C -5.96 0.13 -1.92 0.00
C -5.11 1.10 -2.44 0.00
C -4.20 1.74 -1.61 0.00
C -3.10 4.08 0.31 0.00
C -4.07 4.92 0.83 0.00
C -4.27 6.19 0.30 0.00
C -3.49 6.63 -0.75 0.00
C -2.51 5.80 -1.28 0.00
C -2.32 4.53 -0.75 0.00
C -1.23 3.86 2.68 0.00
C -1.07 3.66 4.07 0.00
C -0.25 4.44 4.88 0.00
C 0.46 5.50 4.34 0.00
C 0.30 5.78 2.98 0.00
C -0.52 4.97 2.20 0.00
H -4.91 0.19 1.29 0.00
H -6.53 -0.97 -0.17 0.00
H -6.66 -0.38 -2.57 0.00
H -5.16 1.36 -3.50 0.00
H -3.53 2.49 -2.03 0.00
H -4.67 4.59 1.67 0.00
H -5.03 6.83 0.73 0.00
H -3.64 7.63 -1.16 0.00
H -1.88 6.14 -2.09 0.00
H -1.54 3.88 -1.14 0.00
H -1.63 2.88 4.58 0.00
H -0.16 4.22 5.94 0.00
H 1.11 6.11 4.96 0.00
H 0.82 6.62 2.54 0.00
H -0.61 5.23 1.14 0.00
```